Below is C24H15BrF4N2O3 in the gas phase in a non-equilibrium geometry, with properties calculated with wB97M-V/def2-TZVPD.

XYZ file:
```
49
Properties=species:S:1:pos:R:3:mulliken_charge:R:1
O 0.37353 0.44996 1.13327 -0.615
C -0.20538 1.54605 0.95717 0.103
C -1.39661 1.74804 0.11472 1.139
C -2.21763 0.96479 -0.57357 -0.608
C -2.05572 -0.47069 -0.61413 0.538
C -2.03422 -1.14857 0.62164 -0.615
C -1.98910 -2.50223 0.69973 -0.962
C -1.73589 -3.20696 -0.44097 0.196
O -1.33265 -4.55764 -0.46628 -0.643
C -1.75065 -2.61835 -1.73835 0.323
O -1.42965 -3.30910 -2.83355 -0.564
C -0.44296 -2.63828 -3.66120 -0.529
C 0.99831 -2.84635 -3.18902 1.042
C 1.90869 -3.27792 -4.21507 -0.934
C 3.31348 -3.16474 -3.89016 -0.208
C 3.85039 -2.75039 -2.70309 -0.059
F 5.19069 -2.54956 -2.54888 -0.291
C 2.90094 -2.43223 -1.75420 -0.290
C 1.48157 -2.53309 -1.88827 -0.088
C -1.95164 -1.19624 -1.73940 0.039
C -1.67452 3.16228 0.22426 -0.390
C -2.86582 3.92989 -0.19923 0.776
F -2.95215 4.10739 -1.63961 -0.266
F -2.89491 5.17753 0.26525 -0.266
F -4.01142 3.44352 0.35322 -0.231
N -0.84656 3.69578 1.11128 -0.856
N 0.11775 2.82132 1.54961 0.490
C 0.67465 2.91580 2.86603 0.242
C 0.12070 3.82643 3.88947 -0.242
C 0.69780 3.91086 5.16869 -0.673
C 1.65209 3.09026 5.55484 -0.228
C 2.40947 2.36090 4.62145 -0.112
Br 3.82938 1.26222 5.28902 -0.163
C 1.88509 2.20459 3.27536 -0.239
H -3.11772 1.47513 -1.03548 0.311
H -1.91261 -0.63213 1.49475 0.548
H -1.81860 -2.99535 1.63062 0.384
H -1.18239 -4.67761 -1.40649 0.411
H -0.52846 -3.05569 -4.66734 0.335
H -0.49953 -1.55567 -3.77689 0.164
H 1.68751 -3.57697 -5.21148 0.356
H 3.94689 -3.40037 -4.75663 0.322
H 3.23146 -1.92715 -0.77397 0.303
H 0.74065 -2.20063 -1.09829 0.092
H -1.75449 -0.55255 -2.58835 0.397
H -0.79107 4.37764 3.70146 0.390
H 0.09087 4.47542 5.84345 0.325
H 1.94315 3.15711 6.57913 0.383
H 2.34728 1.67354 2.46545 0.460
```

## Properties
* net charge: 0
* spin multiplicity: 1
* LUMO energy: -1.270 eV
* ΔE to the lowest compared entry with this formula, charge and spin: 125.8 kJ/mol
* DFT total energy: -115162.254 eV
* strongest force on any atom: 4.76 eV/A
* SMILES: O=C1/C(=C\c2ccc(O)c(OCc3ccc(F)cc3)c2)C(C(F)(F)F)=NN1c1cccc(Br)c1



Below is 4 unconnected molecules or ions with the total composition C22H43N5O4 in a non-equilibrium geometry, with properties calculated with wB97M-V/def2-TZVPD.

XYZ file:
```
74
Properties=species:S:1:pos:R:3:mulliken_charge:R:1
C 3.73301 -2.37661 -1.59040 -0.721
O 3.10742 -1.23308 -0.97101 -0.388
C 2.33878 -0.48518 -1.92172 -0.172
C 0.86897 -1.05899 -2.07097 0.628
C -0.18753 -0.26512 -2.79926 -0.412
N -1.49232 -0.62594 -3.00598 -0.556
C -1.69560 -1.88826 -2.45865 0.161
C -3.07670 -2.48421 -2.61388 -0.353
C -3.41639 -3.81977 -2.10962 -0.488
C -2.38889 -4.63573 -1.37546 -0.489
C -1.06783 -4.06018 -1.18486 -0.388
C -0.69266 -2.70496 -1.72857 0.397
N 0.62580 -2.27730 -1.50543 -0.287
H 4.81107 -2.20153 -1.87329 0.241
H 3.10142 -2.65518 -2.49156 0.295
H 3.61703 -3.24434 -0.87142 0.280
H 2.87150 -0.36817 -2.90224 0.249
H 2.20633 0.54695 -1.47657 0.120
H 0.12328 0.74214 -3.20244 0.348
H -3.91569 -1.93960 -3.12846 0.371
H -4.43777 -4.26802 -2.23196 0.356
H -2.56873 -5.66037 -0.96261 0.348
H -0.28758 -4.62774 -0.62221 0.370
C 3.24972 2.14522 -4.09136 -0.799
O 3.12132 2.43846 -2.70970 -0.093
C 4.08522 3.35902 -2.21268 -0.870
C 3.73703 4.83930 -2.45788 0.366
C 3.98280 5.29394 -3.89316 -1.383
N 2.34454 5.13414 -2.09783 -0.752
H 4.29362 2.14127 -4.41627 0.359
H 2.66972 2.85507 -4.68458 0.236
H 2.83010 1.15316 -4.26678 0.269
H 4.11353 3.19573 -1.13093 0.311
H 5.08575 3.11329 -2.58984 0.432
H 4.38904 5.43812 -1.81369 0.426
H 3.22143 4.92963 -4.58450 0.280
H 3.97063 6.38455 -3.95167 0.349
H 4.95889 4.95430 -4.24995 0.340
H 2.20894 4.91763 -1.11281 0.282
H 1.75739 4.45295 -2.57698 0.315
C -2.58762 -0.10335 0.34911 -0.156
O -3.27181 -1.23618 0.85574 -0.216
C -3.91055 -1.02817 2.10723 -0.252
C -5.29592 -0.36231 2.01594 0.222
C -5.23489 1.13898 1.75291 -1.401
N -6.13053 -0.99224 0.98530 -0.764
H -2.14183 0.50159 1.14417 0.325
H -3.26625 0.50389 -0.25451 0.201
H -1.78836 -0.45588 -0.30299 -0.279
H -4.04699 -2.02711 2.53437 0.328
H -3.24730 -0.48527 2.79313 -0.014
H -5.78850 -0.50021 2.98434 0.475
H -4.97810 1.37306 0.71883 0.290
H -6.20629 1.59767 1.95192 0.353
H -4.50136 1.62128 2.40468 0.328
H -6.24648 -1.97645 1.21611 0.285
H -5.58501 -1.00950 0.12433 0.321
C 0.92047 -1.51150 2.50794 -0.476
O 0.48784 -0.21659 2.88246 -0.347
C -0.31277 -0.17789 4.05274 -0.426
C 0.47690 -0.16700 5.37496 0.156
C 1.03911 -1.53154 5.76052 -1.424
N 1.57481 0.80703 5.34054 -0.744
H 0.17688 -2.28088 2.73489 0.290
H 1.87137 -1.74440 2.99230 0.237
H 1.09217 -1.50344 1.42962 0.058
H -0.87105 0.76239 3.99062 0.322
H -1.05760 -0.98415 4.03380 0.296
H -0.21798 0.13110 6.16718 0.430
H 1.90878 -1.81020 5.16374 0.292
H 1.35742 -1.52786 6.80560 0.359
H 0.28271 -2.31287 5.64766 0.348
H 1.18504 1.73243 5.17603 0.286
H 2.11717 0.62097 4.49797 0.322
```

## Properties
* net charge: 0
* spin multiplicity: 1
* LUMO energy: -0.461 eV
* ΔE to the lowest compared entry with this formula, charge and spin: 206.7 kJ/mol
* DFT total energy: -39147.621 eV
* strongest force on any atom: 4.42 eV/A
* SMILES: COCc1cnc2ccccc2n1.COC[C@@H](C)N.COC[C@@H](C)N.COC[C@@H](C)N



Below is 2 unconnected molecules or ions with the total composition C5H13ClP in a non-equilibrium geometry, with properties calculated with wB97M-V/def2-TZVPD.

XYZ file:
```
20
Properties=species:S:1:pos:R:3:mulliken_charge:R:1
C -0.51092 -1.81661 0.78490 -1.030
C -0.15054 -0.67707 -1.82923 -1.127
C 2.14063 -0.85019 -0.19365 -1.130
C -0.03486 2.10526 0.84756 -0.594
C -1.51522 2.10651 0.97906 -0.276
P 0.35433 -0.43762 -0.13703 0.650
Cl -2.20934 1.33468 -0.54369 -0.120
H -1.50940 -1.84514 0.33338 0.321
H -0.55562 -1.51336 1.92313 0.323
H 0.04176 -2.73051 0.82861 0.404
H -0.05941 0.30725 -2.45421 0.329
H -1.24144 -0.81486 -1.95974 0.391
H 0.52090 -1.39779 -2.27302 0.401
H 2.90524 -0.06812 -0.28136 0.386
H 2.39053 -1.71098 -0.98922 0.298
H 2.55465 -1.19930 0.74899 0.373
H 0.74960 2.10804 1.73555 0.338
H 0.19644 2.39819 -0.22424 0.388
H -2.12706 3.14901 0.83255 0.354
H -1.94027 1.55261 1.87164 0.319
```

## Properties
* net charge: +1
* spin multiplicity: 1
* LUMO energy: -5.579 eV
* ΔE to the lowest compared entry with this formula, charge and spin: 291.5 kJ/mol
* DFT total energy: -27197.343 eV
* strongest force on any atom: 3.49 eV/A



Below is a molecular structure, C2H3FO2Tl in a non-equilibrium geometry, with properties calculated with wB97M-V/def2-TZVPD.

XYZ file:
```
9
Properties=species:S:1:pos:R:3:mulliken_charge:R:1
C 0.23569 0.24940 -1.36498 -0.574
C 0.39241 -0.99525 -0.95095 0.095
H 0.94893 0.64887 -2.08474 0.229
H -0.61142 0.86206 -1.04342 0.203
F -0.44813 -1.52382 -0.00820 -0.177
H 1.16324 -1.70976 -1.23290 0.322
O -0.00857 1.25256 2.89437 -0.311
O -0.66133 1.70556 1.83693 -0.310
Tl -1.01083 -0.48962 1.95390 0.524
```

## Properties
* net charge: 0
* spin multiplicity: 2
* LUMO energy (alpha / beta): 0.355 / 0.384 eV
* ΔE to the lowest compared entry with this formula, charge and spin: 302.3 kJ/mol
* DFT total energy: -13623.114 eV
* strongest force on any atom: 3.08 eV/A
* expectation value of S²: 0.757



Please write out number 1 again, unchanged.
Below is C24H15BrF4N2O3 in the gas phase in a non-equilibrium geometry, with properties calculated with wB97M-V/def2-TZVPD.

XYZ file:
```
49
Properties=species:S:1:pos:R:3:mulliken_charge:R:1
O 0.37353 0.44996 1.13327 -0.615
C -0.20538 1.54605 0.95717 0.103
C -1.39661 1.74804 0.11472 1.139
C -2.21763 0.96479 -0.57357 -0.608
C -2.05572 -0.47069 -0.61413 0.538
C -2.03422 -1.14857 0.62164 -0.615
C -1.98910 -2.50223 0.69973 -0.962
C -1.73589 -3.20696 -0.44097 0.196
O -1.33265 -4.55764 -0.46628 -0.643
C -1.75065 -2.61835 -1.73835 0.323
O -1.42965 -3.30910 -2.83355 -0.564
C -0.44296 -2.63828 -3.66120 -0.529
C 0.99831 -2.84635 -3.18902 1.042
C 1.90869 -3.27792 -4.21507 -0.934
C 3.31348 -3.16474 -3.89016 -0.208
C 3.85039 -2.75039 -2.70309 -0.059
F 5.19069 -2.54956 -2.54888 -0.291
C 2.90094 -2.43223 -1.75420 -0.290
C 1.48157 -2.53309 -1.88827 -0.088
C -1.95164 -1.19624 -1.73940 0.039
C -1.67452 3.16228 0.22426 -0.390
C -2.86582 3.92989 -0.19923 0.776
F -2.95215 4.10739 -1.63961 -0.266
F -2.89491 5.17753 0.26525 -0.266
F -4.01142 3.44352 0.35322 -0.231
N -0.84656 3.69578 1.11128 -0.856
N 0.11775 2.82132 1.54961 0.490
C 0.67465 2.91580 2.86603 0.242
C 0.12070 3.82643 3.88947 -0.242
C 0.69780 3.91086 5.16869 -0.673
C 1.65209 3.09026 5.55484 -0.228
C 2.40947 2.36090 4.62145 -0.112
Br 3.82938 1.26222 5.28902 -0.163
C 1.88509 2.20459 3.27536 -0.239
H -3.11772 1.47513 -1.03548 0.311
H -1.91261 -0.63213 1.49475 0.548
H -1.81860 -2.99535 1.63062 0.384
H -1.18239 -4.67761 -1.40649 0.411
H -0.52846 -3.05569 -4.66734 0.335
H -0.49953 -1.55567 -3.77689 0.164
H 1.68751 -3.57697 -5.21148 0.356
H 3.94689 -3.40037 -4.75663 0.322
H 3.23146 -1.92715 -0.77397 0.303
H 0.74065 -2.20063 -1.09829 0.092
H -1.75449 -0.55255 -2.58835 0.397
H -0.79107 4.37764 3.70146 0.390
H 0.09087 4.47542 5.84345 0.325
H 1.94315 3.15711 6.57913 0.383
H 2.34728 1.67354 2.46545 0.460
```

## Properties
* net charge: 0
* spin multiplicity: 1
* LUMO energy: -1.270 eV
* ΔE to the lowest compared entry with this formula, charge and spin: 125.8 kJ/mol
* DFT total energy: -115162.254 eV
* strongest force on any atom: 4.76 eV/A
* SMILES: O=C1/C(=C\c2ccc(O)c(OCc3ccc(F)cc3)c2)C(C(F)(F)F)=NN1c1cccc(Br)c1



- Which value of strongest force on any atom does entry 4 give?
  3.08 eV/A



- What is the net charge in the third record?
  +1



- What is the formula in the second record?
  C22H43N5O4